The following is a quantum chemistry calculation of a 3-piece molecular cluster, C31H65BFO7P overall, from the OMol25 dataset.

The SMILES is CCCOC[C@]1([PH2]=O)[C@](OCCC)([C@H](F)CC)C(=O)O[C@@]1(B(O)O)[C@@H](C)CCC.CCCCCC.CCCCCC. The value obtained for the frontier orbital gap is 9.5 eV. The value obtained for the LUMO energy is 0.2 eV. The value obtained for the molar mass is 610.6 g mol⁻¹.

Each line ends with the Mulliken charge.
CARTESIAN COORDINATES (ANGSTROEM)
C: 5.19515 3.14730 0.52020  -0.871
C: 5.21915 1.81811 1.42517  -0.326
C: 3.71685 1.60270 1.98575  -0.384
O: 3.02501 0.85914 0.96348  0.130
C: 1.63778 1.21290 0.89895  -2.029
C: 0.89268 0.57021 -0.38893  1.759
P: 1.84119 1.46142 -1.78103  0.239
O: 3.22554 0.82013 -2.08774  -0.731
C: 0.79682 -1.00311 -0.36309  0.133
B: 0.55717 -1.74045 1.09116  1.036
O: 1.04971 -3.07196 1.40619  -0.690
O: -0.21682 -1.12113 2.15343  -0.533
C: 1.71347 -1.92869 -1.26999  -0.276
C: 1.54514 -1.67549 -2.86423  -1.187
C: 3.24183 -2.03501 -0.80689  0.512
C: 4.16403 -2.85200 -1.85811  -0.803
C: 5.25754 -1.89944 -2.56335  -0.866
O: -0.54186 -1.24130 -0.96556  -0.350
C: -1.23153 -0.06906 -1.33061  -0.618
O: -2.18376 -0.23228 -2.09041  -0.551
C: -0.60711 1.18546 -0.57257  0.729
O: -0.37737 2.43176 -1.23117  -0.044
C: -1.30974 2.71449 -2.29679  -0.221
C: -0.81021 4.10605 -2.96857  -0.571
C: -0.06454 5.05256 -1.92281  -0.805
C: -1.53553 1.30065 0.72979  0.460
F: -2.41698 0.14713 0.75989  -0.458
C: -2.48175 2.57896 0.77890  -0.594
C: -3.93776 2.21060 0.16243  -0.615
H: 6.28227 3.33390 0.21003  0.348
H: 4.81758 4.00380 1.16054  0.291
H: 4.50426 3.04228 -0.37825  0.071
H: 5.40745 0.94534 0.70984  0.132
H: 5.99026 1.84591 2.25490  0.422
H: 3.21744 2.59945 2.22413  0.368
H: 3.78586 0.97425 2.94115  -0.001
H: 1.59894 2.35504 0.74317  0.654
H: 1.10680 1.00412 1.87757  0.229
H: 1.13633 1.42134 -3.04721  0.208
H: 2.14783 2.83567 -1.44559  -0.224
H: 0.33456 -3.73091 1.32285  0.279
H: -0.77893 -1.84366 2.50278  0.210
H: 1.29996 -2.99317 -1.14050  0.659
H: 2.51746 -1.30931 -3.34061  0.192
H: 1.14981 -2.62311 -3.37040  0.287
H: 0.77472 -0.86691 -3.09695  0.236
H: 3.23542 -2.70223 0.12990  0.225
H: 3.70627 -1.05799 -0.47876  -0.446
H: 4.78086 -3.60922 -1.25446  0.384
H: 3.55908 -3.46345 -2.59389  0.322
H: 5.61222 -2.39635 -3.53645  0.307
H: 4.84185 -0.88659 -2.85651  0.158
H: 6.17108 -1.76348 -1.88450  0.298
H: -1.27077 1.95223 -3.15230  0.140
H: -2.38060 2.88353 -1.95904  0.192
H: -0.01604 3.78135 -3.73255  0.291
H: -1.63257 4.60633 -3.56279  0.412
H: 0.98744 4.66578 -1.68693  0.109
H: -0.62145 5.19833 -0.94737  0.186
H: 0.09641 6.06120 -2.44513  0.362
H: -0.97285 1.26030 1.71296  0.345
H: -2.05030 3.51810 0.31994  -0.028
H: -2.68982 2.83379 1.87871  0.431
H: -4.45198 3.20654 -0.07827  0.318
H: -4.55344 1.58029 0.86834  0.395
H: -3.75026 1.68023 -0.83582  -0.236
C: 2.53031 -1.78000 4.10924  -0.312
C: 2.33323 -1.61223 5.60990  -0.558
C: 3.26091 -2.50005 6.44099  -0.854
C: 3.06869 -4.00595 6.23987  -0.722
C: 1.65849 -4.52314 6.52801  -0.229
C: 1.23101 -4.32122 7.97578  -1.237
H: 2.30878 -2.79632 3.78029  0.324
H: 1.86732 -1.10453 3.56352  -0.227
H: 3.56046 -1.54101 3.82856  0.267
H: 1.28675 -1.80656 5.86696  0.207
H: 2.52359 -0.56689 5.87453  0.372
H: 3.13095 -2.25292 7.49962  0.354
H: 4.30107 -2.24973 6.20078  0.359
H: 3.77913 -4.53423 6.88586  0.428
H: 3.34003 -4.27631 5.21458  0.298
H: 1.62960 -5.59451 6.30313  0.381
H: 0.93181 -4.05151 5.85947  0.151
H: 1.91535 -4.83132 8.65822  0.295
H: 0.23039 -4.73185 8.13365  0.386
H: 1.19844 -3.26320 8.24489  0.286
C: -5.18904 -0.90441 -2.42024  -0.756
C: -6.01533 0.36829 -2.54649  -0.005
C: -7.21891 0.21550 -3.47815  -0.968
C: -6.87404 -0.10987 -4.93422  -0.751
C: -5.96067 0.90364 -5.62533  -0.105
C: -6.57782 2.29216 -5.72923  -1.220
H: -4.76100 -1.20684 -3.37758  0.273
H: -4.36332 -0.74780 -1.72427  -0.019
H: -5.80102 -1.72700 -2.03831  0.337
H: -5.37419 1.19031 -2.88245  0.064
H: -6.37878 0.65069 -1.55287  0.355
H: -7.81407 1.13387 -3.43970  0.338
H: -7.86873 -0.57856 -3.09149  0.391
H: -7.80870 -0.18967 -5.50118  0.405
H: -6.40729 -1.09828 -4.98823  0.311
H: -5.74468 0.54259 -6.63639  0.372
H: -4.99674 0.96570 -5.11132  0.039
H: -7.51683 2.25990 -6.28745  0.301
H: -5.89762 2.96817 -6.25399  0.384
H: -6.77485 2.72270 -4.74490  0.280

***

The following is a quantum chemistry calculation of a 4-piece molecular cluster, C31H66BClN2O8PS3 overall, from the OMol25 dataset.

The value obtained for the frontier orbital gap is 6.4 eV. The charge is +1. The value obtained for the LUMO energy is -3.5 eV. The value obtained for the molar mass is 768.3 g mol⁻¹.

Each line ends with the Mulliken charge.
CARTESIAN COORDINATES (ANGSTROEM)
C: 1.00194 2.21043 1.39740  -0.828
C: 1.68535 1.25411 1.14475  -1.330
C: 2.37248 0.04068 0.42333  3.599
C: 3.88584 0.13546 0.92507  -0.268
C: 4.30835 1.02507 1.88584  -1.185
C: 2.24814 0.09066 -1.17746  0.466
C: 1.09563 1.05089 -1.71373  -0.243
C: 1.10542 1.28528 -3.28370  -1.440
C: 0.57660 0.10918 -4.18986  0.506
C: 1.60894 -0.11609 -5.38980  -0.698
O: 1.70472 -1.50357 -5.78781  -0.499
C: 3.63191 0.28214 -1.94253  -1.990
C: 4.42077 1.62653 -1.98246  -0.031
O: 5.68048 1.45805 -1.27470  -0.708
C: 3.74640 3.00921 -1.67064  -1.021
N: 3.62706 3.36575 -0.23806  -0.328
O: 1.88671 -1.23165 -1.72912  -0.270
C: 0.74564 -1.84715 -1.15761  -0.786
P: 0.88119 -3.71220 -1.60031  -0.336
C: -0.61855 -4.65452 -0.98454  -0.954
C: 0.74075 -3.84027 -3.49237  -0.408
C: -0.73877 -3.50728 -3.97008  -1.076
C: 0.52017 -1.70835 0.40711  0.660
C: -0.81508 -0.90519 0.66336  -0.884
C: -1.92128 -1.85806 1.34978  -0.654
C: -2.76753 -1.06369 2.46532  -1.085
C: -2.66120 -1.72853 3.90021  -0.289
C: -2.88565 -0.66950 5.07653  -0.694
C: -1.51597 -0.19884 5.75476  -0.516
N: 1.75132 -1.18203 1.09026  0.274
Cl: 2.91128 -2.52803 0.96876  -0.020
C: 1.58517 -1.05455 2.59128  -0.233
B: 1.62731 -2.51248 3.35116  0.764
O: 0.63605 -3.48360 3.20140  -0.595
O: 2.72001 -2.81592 4.22122  -0.538
H: 0.23037 2.87774 1.84672  0.533
H: 4.70159 -0.49343 0.46864  0.290
H: 5.07185 0.66217 2.62918  0.297
H: 4.00813 2.09702 1.95407  0.296
H: 0.06060 0.72426 -1.43504  0.237
H: 1.18199 2.09940 -1.29501  0.606
H: 0.41015 2.16649 -3.45492  0.400
H: 2.10712 1.65850 -3.65787  0.342
H: -0.37384 0.45502 -4.69937  0.626
H: 0.36486 -0.86249 -3.68498  -0.991
H: 1.27247 0.46060 -6.30816  0.282
H: 2.64815 0.24065 -5.14687  0.397
H: 2.61852 -1.60691 -6.11806  0.294
H: 3.40163 -0.01372 -3.01303  0.562
H: 4.34145 -0.54142 -1.62154  0.425
H: 4.79036 1.75616 -3.05164  0.387
H: 5.61268 1.84494 -0.38335  0.432
H: 2.79441 3.18872 -2.25358  0.332
H: 4.45682 3.78517 -2.10769  0.455
H: 2.76397 3.88369 -0.04374  0.077
H: 4.38613 3.99584 0.02676  0.277
H: -0.17442 -1.50448 -1.73223  0.605
H: -1.59708 -4.10679 -1.05185  0.308
H: -0.69666 -5.61550 -1.58329  0.369
H: -0.44727 -4.99670 0.08243  0.298
H: 1.52954 -3.24281 -4.01618  0.308
H: 0.88804 -4.94102 -3.72281  0.457
H: -1.48137 -4.25148 -3.54657  0.310
H: -1.10163 -2.49792 -3.60660  0.230
H: -0.86270 -3.58818 -5.09180  0.378
H: 0.31201 -2.76537 0.75364  0.573
H: -1.31469 -0.49714 -0.25434  0.421
H: -0.72534 -0.03837 1.37474  -0.161
H: -1.46558 -2.72710 1.89284  0.287
H: -2.66968 -2.16965 0.56250  0.443
H: -2.44525 0.00899 2.57378  0.473
H: -3.84812 -1.03012 2.13353  0.307
H: -3.53228 -2.44580 3.98287  0.340
H: -1.68354 -2.23838 4.10198  0.173
H: -3.43481 0.24477 4.72235  0.340
H: -3.50793 -1.10181 5.91611  0.398
H: -1.26057 0.87319 5.53806  0.177
H: -1.55629 -0.29030 6.88135  0.307
H: -0.68204 -0.87449 5.38983  -0.053
H: 2.40438 -0.48603 3.09681  0.115
H: 0.61760 -0.58468 2.90458  0.090
H: 0.94059 -4.36124 3.49985  0.282
H: 3.41826 -3.29288 3.73741  0.308
C: -0.65529 7.85926 1.37568  -0.926
S: -0.07476 6.40871 2.27032  0.448
O: 0.06467 5.29602 1.27721  -0.576
C: -1.60220 6.12822 3.18322  -0.893
H: 0.13720 8.19037 0.70442  0.349
H: -1.54244 7.60755 0.79384  0.239
H: -0.88570 8.65538 2.08433  0.393
H: -2.43021 5.98500 2.48814  0.194
H: -1.80069 6.98263 3.83084  0.418
H: -1.48055 5.23234 3.79294  0.345
C: -5.65839 8.71207 0.54945  -0.942
S: -5.31369 8.83549 2.31426  0.447
O: -3.84777 8.62614 2.49819  -0.544
C: -6.13911 7.29956 2.77187  -0.938
H: -5.19650 9.56226 0.04826  0.314
H: -5.24037 7.78529 0.15311  0.293
H: -6.73669 8.73821 0.38703  0.387
H: -5.69068 6.46232 2.23438  0.284
H: -7.20121 7.37318 2.53479  0.387
H: -6.01748 7.14968 3.84432  0.316
C: -0.11273 -9.63183 -2.16381  -0.939
S: -0.29851 -8.92831 -3.81307  0.408
O: -0.33095 -7.44418 -3.66405  -0.501
C: -1.99574 -9.48194 -4.06033  -0.958
H: 0.87750 -9.37377 -1.78907  0.314
H: -0.87248 -9.22093 -1.49693  0.287
H: -0.20748 -10.71710 -2.21869  0.386
H: -2.63583 -9.08053 -3.27312  0.300
H: -2.02717 -10.57223 -4.05157  0.391
H: -2.33892 -9.11791 -5.02823  0.309

***

Number 2 is which compound?
C31H66BClN2O8PS3

***

Look up the frontier orbital gap of the first one.
9.5 eV